Entry 1:
An isolated molecule of C2H5N3O2S, computed with ωB97M-V/def2-TZVPD.

Values from the calculation:
Energy relative to the best compared isomer or geometry (same formula, charge and spin): 356.0 kJ/mol
2S+1: 1
Net charge: 0

XYZ file:
```
13
Properties=species:S:1:pos:R:3:forces:R:3
C -0.555 1.617 -0.517 -1.903 -1.275 1.710
C 0.233 -0.562 -0.481 0.490 -0.007 1.512
N 0.711 1.519 -1.192 0.026 -0.199 1.102
N 1.084 0.348 -1.154 1.660 0.133 -1.608
N -0.862 0.200 0.066 -1.173 -0.043 -1.863
O 0.267 -1.362 2.217 -0.236 0.905 -1.458
O 1.979 -2.302 0.549 0.993 -1.380 0.083
S 1.505 -1.047 1.048 -3.261 0.237 -0.185
H -0.769 2.390 0.234 1.204 -0.232 0.083
H -1.262 1.858 -1.246 -1.314 0.225 -1.529
H 0.063 -1.452 -1.170 0.156 0.768 1.434
H -0.633 -0.966 1.954 1.902 -0.467 0.083
H -1.759 -0.241 -0.308 1.457 1.335 0.637
```
Positions in Å, forces in eV/Å.



Entry 2:
An isolated molecule of CH2O2S3, computed with ωB97M-V/def2-TZVPD.

Values from the calculation:
Energy relative to the best compared isomer or geometry (same formula, charge and spin): 243.6 kJ/mol
2S+1: 1
Net charge: 0

XYZ file:
```
8
Properties=species:S:1:pos:R:3:forces:R:3
O -1.892 0.867 -1.584 0.967 -1.183 -0.367
S -2.002 0.247 -0.299 -1.246 2.464 -0.773
O -2.934 0.933 0.526 -0.460 -0.208 1.441
S -1.889 -1.726 0.002 0.147 -0.828 -0.319
C -0.666 -0.468 0.459 2.766 -0.489 -4.320
S 1.226 -0.349 -0.624 -2.530 0.968 1.975
H -0.262 -0.425 1.384 0.435 0.451 3.098
H 1.438 0.864 0.046 -0.080 -1.176 -0.734
```
Positions in Å, forces in eV/Å.



Entry 3:
A structure of composition C4H5O5Tb, computed with ωB97M-V/def2-TZVPD.

Values from the calculation:
Energy relative to the best compared isomer or geometry (same formula, charge and spin): 60.7 kJ/mol
<S²>: 15.7726
2S+1: 8
Net charge: +1

XYZ file:
```
15
Properties=species:S:1:pos:R:3:forces:R:3
O 0.735 -0.535 -1.222 0.230 0.791 -0.436
O -0.285 1.974 -0.027 -0.358 0.321 0.053
C -0.862 1.383 0.867 0.276 -0.427 0.771
C -1.417 -0.005 0.780 -0.088 -0.044 0.104
O -1.461 -0.562 -0.492 -0.274 0.373 -0.213
C -0.327 -1.333 -0.893 0.161 -0.650 0.156
Tb 0.605 1.514 -2.120 0.463 -0.960 0.243
H -0.926 1.847 1.870 -0.097 0.040 -0.263
H -2.437 0.039 1.198 0.185 -0.040 -0.080
H -0.825 -0.616 1.491 -0.091 0.170 -0.077
H -0.690 -1.912 -1.758 0.098 0.131 0.343
H -0.052 -2.015 -0.065 -0.122 0.129 -0.256
O 2.716 1.009 -0.550 -0.719 -1.019 -1.045
C 2.541 -0.040 -0.002 1.266 1.261 2.927
O 2.685 -0.747 0.923 -0.931 -0.078 -2.228
```
Positions in Å, forces in eV/Å.



Entry 4:
A cluster of 2 separate species, C3H5BrO in total, computed with ωB97M-V/def2-TZVPD.

Values from the calculation:
Energy relative to the best compared isomer or geometry (same formula, charge and spin): 396.9 kJ/mol
2S+1: 1
Net charge: 0

XYZ file:
```
10
Properties=species:S:1:pos:R:3:forces:R:3
C 0.034 0.242 0.444 0.645 4.470 -1.145
C 1.119 -0.546 -0.054 1.687 0.160 -1.547
C -1.301 0.153 -0.249 -2.942 -1.662 2.746
O 0.598 -0.735 1.199 -0.723 -1.472 1.689
Br 2.806 0.312 -0.068 1.090 0.022 -0.164
H 0.813 1.859 0.814 -2.195 -3.450 -0.721
H 1.131 -1.311 -0.861 -0.589 0.378 0.992
H -1.197 -0.211 -1.230 0.440 0.114 -1.502
H -2.060 0.962 -0.203 1.178 -0.005 0.014
H -1.944 -0.726 0.208 1.409 1.443 -0.364
```
Positions in Å, forces in eV/Å.